Below is a cluster of 3 separate species, C24H48N10O3P2 in total at a distorted geometry, with properties calculated with wB97M-V/def2-TZVPD.

Each line ends with the Löwdin charge.
Element x y z (Å)
C 3.0260 3.5780 2.8399  -0.02
C 1.8823 3.1855 1.7547  -0.39
O 2.1479 3.4398 0.5552  0.07
N 0.6257 2.6167 2.2841  -0.14
C -0.5093 3.5865 2.2742  -0.06
C 0.2711 1.3067 1.6754  -0.23
C -0.2084 1.4197 0.1301  -0.13
N -0.5886 1.5975 -0.9913  0.14
C 1.3818 0.1692 1.9198  -0.19
C 0.6822 -1.2431 2.2151  -0.14
N 0.3256 -2.3324 2.5748  0.13
C 2.4221 -0.0398 0.7270  -0.13
C 2.0996 -0.8331 -0.5990  0.03
C 3.2774 -0.9709 -1.6322  -0.01
C 4.6256 -0.3056 -1.2452  -0.12
N 4.9372 0.4352 -0.0634  0.01
C 3.8592 0.5259 0.8694  -0.08
H 3.7851 4.2665 2.3068  0.10
H 2.5984 4.2131 3.7060  0.09
H 3.4973 2.6288 3.2636  0.07
H -0.1680 4.5008 2.8945  0.11
H -0.8006 3.9209 1.2188  0.10
H -1.4567 3.1067 2.7336  0.11
H -0.6769 0.9505 2.2415  0.16
H 1.9861 0.4879 2.8413  0.15
H 1.0650 -1.2790 -0.7767  0.10
H 3.1429 -1.5198 -2.6254  0.07
H 5.4792 -0.4225 -2.0152  0.10
H 4.0814 1.0947 1.8504  0.09
O 2.9870 -3.5811 -4.1573  -0.32
P 4.2336 -4.3370 -4.6705  0.78
N 3.8512 -3.9508 -6.3013  -0.31
C 3.8616 -4.7930 -7.4808  -0.12
C 4.0732 -2.5525 -6.6723  -0.14
N 3.5728 -5.8667 -4.2023  -0.36
C 2.6900 -6.6260 -5.0793  -0.14
C 2.9878 -5.8882 -2.8595  -0.15
N 5.6902 -5.1740 -5.2223  -0.31
C 6.7988 -4.3437 -5.6810  -0.14
C 5.9355 -6.5925 -5.3829  -0.12
H 4.8703 -5.1097 -7.7693  0.07
H 3.4462 -4.2673 -8.3465  0.09
H 3.2299 -5.6680 -7.3760  0.05
H 5.1253 -2.3683 -6.9160  0.07
H 3.7964 -1.8790 -5.8565  0.07
H 3.4604 -2.2556 -7.5299  0.08
H 1.8401 -6.0281 -5.4288  0.09
H 2.2959 -7.5145 -4.5755  0.08
H 3.2353 -7.0298 -5.9323  0.05
H 1.9737 -5.4671 -2.8517  0.08
H 3.5980 -5.3154 -2.1571  0.07
H 2.9292 -6.9098 -2.4754  0.08
H 6.8010 -4.2575 -6.7730  0.08
H 7.7662 -4.7432 -5.3635  0.08
H 6.7260 -3.3393 -5.2592  0.07
H 5.4963 -6.9724 -6.3092  0.08
H 5.5684 -7.1802 -4.5407  0.09
H 7.0082 -6.8139 -5.4262  0.08
O -3.9795 4.7440 4.2114  -0.32
P -5.4586 4.5280 4.5923  0.77
N -5.1750 2.8889 5.0279  -0.31
C -5.9452 1.7004 4.7190  -0.12
C -4.4278 2.7021 6.2725  -0.14
N -5.9730 4.6830 2.9465  -0.36
C -6.0076 3.5427 2.0390  -0.14
C -5.3663 5.8041 2.2252  -0.16
N -7.1548 4.3600 5.0626  -0.31
C -7.4436 4.2954 6.4913  -0.14
C -8.3295 4.1798 4.2345  -0.12
H -6.9230 1.6858 5.2138  0.07
H -5.4237 0.7946 5.0444  0.09
H -6.0833 1.5564 3.6532  0.05
H -5.0846 2.7803 7.1458  0.06
H -3.6415 3.4548 6.3773  0.07
H -3.9224 1.7310 6.3033  0.08
H -5.0480 3.0134 2.0032  0.09
H -6.2632 3.8517 1.0204  0.08
H -6.8038 2.8491 2.3090  0.05
H -4.3571 5.5587 1.8685  0.07
H -5.2945 6.6877 2.8638  0.07
H -5.9698 6.0826 1.3576  0.08
H -7.5637 3.2582 6.8225  0.08
H -8.3514 4.8483 6.7493  0.08
H -6.6331 4.7463 7.0674  0.07
H -8.4306 3.1430 3.9029  0.08
H -8.3365 4.8397 3.3662  0.08
H -9.2482 4.4302 4.7777  0.08

The maximum force comes out at 7.83 eV Å⁻¹. The calculation puts the HOMO energy at -8.013 eV. The LUMO energy is -1.075 eV. Its structure (SMILES) is CC(=O)N(C)[C@@H](C#N)[C@@H](C#N)c1cccnc1.CN(C)P(=O)(N(C)C)N(C)C.CN(C)P(=O)(N(C)C)N(C)C.